Formula: C38H40CrN7O4P2Se2
Source: OMol25
Level of theory: ωB97M-V/def2-TZVPD

```
94
Properties=species:S:1:pos:R:3:forces:R:3
Se 2.838 2.318 3.487 0.0736 -0.0823 0.0122
Se -2.096 -0.599 -0.515 -0.4045 -0.2657 -0.0239
Cr -0.800 1.012 -2.145 -0.1343 0.0479 0.2783
P -0.603 -0.730 0.985 0.4574 0.1008 0.2087
P 3.064 0.476 2.473 -0.1178 0.1038 -0.0511
O 0.546 3.252 -3.408 0.0355 0.0575 -0.1257
O -1.090 -0.479 -3.432 0.1969 -0.1544 -0.0235
O 1.079 1.287 -4.344 0.0369 -0.0129 -0.1271
O -2.355 1.603 -3.196 -0.0824 -0.0124 -0.0714
N 0.806 0.618 -0.828 0.0117 0.2499 -0.4325
N 1.934 1.258 -1.105 0.0034 -0.0210 0.1131
N -5.230 1.867 -1.360 -0.0558 -0.0381 0.0553
N 2.738 1.191 -0.084 0.0993 -0.1736 0.0021
N -1.979 -0.152 -4.331 -0.0515 0.0051 -0.0103
N -2.673 0.896 -4.232 0.0686 0.0062 0.0201
N -0.879 2.874 -1.154 -0.0342 -0.0520 0.1219
C 7.549 -0.238 1.726 -0.0027 0.0005 0.0030
C 2.753 -2.256 2.880 -0.0512 -0.0648 -0.0645
C 1.428 3.881 -4.348 -0.0001 -0.0064 0.0622
C -3.224 -1.589 -7.508 -0.0033 0.0081 0.0056
C -5.224 3.187 -0.734 -0.0384 -0.0168 0.0008
C -0.522 -4.589 2.311 0.0346 -0.0367 -0.0135
C -0.513 1.044 3.136 0.0762 -0.0132 0.0473
C 4.811 0.129 2.104 0.0459 0.0359 -0.0075
C 1.517 -1.969 5.348 0.0053 -0.0368 0.0220
C -2.258 1.243 4.775 -0.0177 -0.0167 -0.0202
C -3.027 -0.688 -6.476 -0.0230 -0.0725 -0.1006
C -1.038 1.656 4.267 0.0198 -0.0101 0.0153
C 6.877 -0.976 2.686 -0.0132 0.0170 -0.0085
C -1.453 3.176 0.183 0.1430 0.2003 -0.0903
C 2.150 0.468 0.899 0.1706 0.2761 -0.0043
C -2.602 -2.831 -7.488 0.0062 -0.0044 0.0024
C 0.873 -4.440 0.359 0.0145 0.0410 -0.0038
C 6.858 0.701 0.972 0.0255 0.0049 -0.0046
C -1.202 0.014 2.515 -0.0946 -0.0219 -0.0074
C -0.159 -2.460 1.254 -0.1311 -0.0471 0.0827
C -0.740 -3.220 2.263 0.0517 0.0412 0.0236
C -2.933 2.868 0.290 -0.0283 -0.0671 0.0468
C 0.881 0.124 0.431 -0.2420 -0.2510 0.1014
C -1.774 -3.174 -6.431 0.0002 0.0054 0.0114
C 0.467 1.885 -3.500 0.0772 0.0712 0.0080
C 5.501 0.897 1.164 -0.0336 -0.0318 -0.0038
C -2.201 -1.060 -5.428 0.0411 0.1545 0.1853
C -3.799 3.717 -0.633 0.0356 0.0567 -0.0395
C 1.793 -3.234 4.850 0.0059 0.0171 0.0137
C -2.967 0.229 4.139 0.0013 0.0284 0.0317
C -1.563 -2.286 -5.385 -0.0272 -0.0344 -0.0793
C 0.651 -3.074 0.301 0.0229 -0.0309 -0.0527
C 2.417 -3.378 3.617 -0.0319 0.0110 -0.0052
C -2.451 -0.373 3.006 -0.0323 -0.0226 -0.0323
C 5.515 -0.791 2.877 0.0023 -0.0397 0.0513
C 1.885 -0.842 4.625 -0.0138 0.0266 -0.0673
C 0.278 -5.200 1.358 0.0104 -0.0051 0.0412
C 2.495 -0.982 3.385 -0.0268 -0.0258 0.0681
H -3.864 -1.315 -8.337 -0.0012 -0.0017 -0.0001
H -5.051 1.926 -2.354 0.0733 0.0141 0.0034
H 1.097 -2.488 -0.494 -0.0127 0.0228 -0.0009
H -2.761 -3.527 -8.300 0.0029 -0.0020 -0.0033
H -3.231 3.019 1.333 -0.0072 0.0630 -0.0290
H 5.014 -1.365 3.645 0.0007 0.0117 -0.0139
H 8.611 -0.384 1.573 0.0007 0.0026 -0.0019
H -0.867 2.630 0.923 -0.0818 -0.1134 -0.0106
H 1.501 -4.914 -0.385 0.0037 0.0041 0.0016
H -3.817 4.760 -0.300 -0.0007 -0.0168 0.0224
H -0.477 2.451 4.741 0.0055 0.0012 -0.0109
H -3.933 -0.078 4.518 -0.0004 -0.0059 -0.0067
H 7.380 1.293 0.232 -0.0002 0.0009 -0.0015
H 0.445 -6.269 1.395 -0.0076 -0.0004 -0.0031
H -0.977 -5.177 3.097 -0.0019 0.0020 0.0035
H -5.846 3.925 -1.257 -0.0053 -0.0212 -0.0135
H 1.035 -1.857 6.310 -0.0005 0.0049 0.0001
H 2.636 -4.362 3.226 -0.0105 -0.0220 -0.0062
H 0.439 1.395 2.762 -0.0327 0.0093 -0.0119
H -2.669 1.718 5.657 -0.0021 0.0014 0.0007
H 1.232 3.524 -5.357 -0.0063 0.0060 -0.0089
H -3.498 0.284 -6.484 0.0057 0.0037 0.0153
H -0.919 -2.524 -4.553 0.0015 0.0116 0.0032
H -5.645 3.077 0.270 0.0326 0.0256 0.0144
H -3.038 -1.115 2.479 0.0201 -0.0379 -0.0063
H -6.118 1.401 -1.229 -0.0257 0.0222 -0.0427
H 3.241 -2.373 1.920 -0.0024 0.0185 -0.0303
H 1.715 0.153 5.016 -0.0097 0.0183 0.0065
H 1.234 4.948 -4.274 0.0211 0.0074 0.0000
H 0.112 3.106 -1.149 -0.0141 0.1126 -0.0031
H 4.973 1.637 0.584 -0.0407 0.0147 -0.0288
H 1.527 -4.111 5.425 -0.0091 -0.0013 -0.0023
H 7.409 -1.696 3.295 0.0033 -0.0017 0.0002
H -1.294 4.243 0.379 0.0450 -0.0276 0.0824
H -1.352 -2.753 3.021 -0.0312 0.0427 0.0146
H -1.280 3.498 -1.849 0.0082 -0.0162 -0.0314
H -3.117 1.819 0.070 0.0387 -0.0168 -0.0290
H -3.376 3.721 -1.644 -0.0469 -0.0221 -0.0129
H 2.464 3.664 -4.088 0.0045 -0.0102 -0.0222
H -1.283 -4.138 -6.415 0.0014 -0.0033 -0.0013
```
Positions in Å, forces in eV/Å.

## Properties
Energy, Eh: -8686.35542
Kohn-Sham gap (alpha / beta), eV: 8.1 / 8.0
HOMO energy (alpha / beta), eV: -7.876 / -7.877
Net charge: 0
2S+1: 4

Let us look at the Löwdin charges, expressed in e, one per atom: 0.306, 0.575, 0.590, 0.667, 0.546, -0.152, -0.222, 0.040, -0.230, -0.132, -0.005, 0.008, 0.018, -0.182, 0.048, -0.026, -0.083, -0.109, -0.061, -0.076, -0.288, -0.079, -0.127, -0.339, -0.066, -0.069, -0.014, -0.068, -0.079, -0.201, -0.387, -0.085, -0.069, -0.073, -0.341, -0.348, -0.076, -0.219, -0.396, -0.069, -0.503, -0.088, -0.150, -0.206, -0.077, -0.071, 0.004, -0.087, -0.083, -0.111, -0.088, -0.098, -0.082, -0.361, 0.105, 0.063, 0.116, 0.103, 0.122, 0.101, 0.103, 0.098, 0.109, 0.115, 0.106, 0.106, 0.106, 0.106, 0.109, 0.103, 0.106, 0.107, 0.006, 0.106, 0.087, 0.110, 0.118, 0.112, 0.099, 0.065, 0.119, 0.064, 0.086, 0.087, 0.086, 0.106, 0.103, 0.125, 0.099, 0.090, 0.024, 0.100, 0.095, 0.106